No. 1
A structure of composition C18H33GdN5O6. Source: the OMol25 dataset; level of theory: the ωB97M-V functional and the def2-TZVPD basis.

Structure (XYZ):
```
63
Properties=species:S:1:pos:R:3
Gd -0.047 0.080 -1.556
O 1.693 0.849 -4.796
O -2.509 0.821 0.871
O 0.121 -1.337 -4.622
O 2.629 -0.984 -2.165
O -1.790 -2.084 -0.161
O 1.407 3.090 -2.090
N 1.587 -1.474 -1.681
N -1.476 1.319 0.025
N -0.874 -0.599 3.759
N -0.618 -1.998 -0.688
N 0.417 2.376 -1.381
C 1.293 0.052 0.944
C 1.036 -0.508 2.180
C 1.885 -3.561 -2.942
C 2.018 -0.475 3.215
C -0.231 3.184 -0.537
C 2.460 0.734 0.717
C -1.297 2.629 0.216
C -0.019 -3.111 -1.319
C 3.228 0.166 2.962
C -2.124 -1.324 4.144
C -0.273 -1.170 2.494
C 3.456 0.762 1.723
C -1.111 0.875 3.697
C -2.111 3.480 1.105
C -0.800 -4.312 -1.625
C -1.979 0.335 -3.075
C 1.195 -2.814 -1.901
C 0.236 4.570 -0.397
H 1.791 -3.025 -3.889
H 2.633 1.237 -0.240
H -1.810 1.093 2.878
H -2.876 -1.192 3.354
H 3.983 0.194 3.740
H -1.878 -2.385 4.256
H -1.537 1.193 4.658
H -0.590 5.288 -0.388
H -2.755 2.927 1.788
H -1.482 -0.075 -3.985
H 0.785 1.185 -4.805
H 1.512 -0.048 -5.190
H -0.194 -0.757 4.521
H -0.989 -1.041 1.676
H -1.717 -4.042 -2.148
H 4.397 1.259 1.516
H -1.071 -4.860 -0.727
H 1.827 -0.953 4.191
H 0.799 4.648 0.543
H -2.482 -0.920 5.099
H -0.154 -2.255 2.665
H -2.225 1.412 -3.177
H 1.979 2.442 -2.549
H -0.166 1.395 3.531
H -0.231 -4.982 -2.260
H -2.846 -0.288 -2.779
H -2.647 -0.103 0.569
H -0.595 -1.766 -5.149
H -2.763 4.105 0.484
H 2.942 -3.676 -2.704
H 1.475 -4.554 -3.088
H 0.938 4.832 -1.188
H -1.456 4.142 1.681
```

Its net charge is +1. As for the spin multiplicity: 8. As for the HOMO energy (alpha / beta): -10.07 / -9.94 eV. The energy comes out at -59747.8481 eV. As for the expectation value of S²: 15.878. Its LUMO energy (alpha / beta) is -4.3035 / -5.1191 eV. The orbital gap (alpha / beta) comes out at 5.76 / 4.82 eV.

For reference, the Mulliken charges in units of e are:
1. Gd 0.24
2. O -0.63
3. O -0.63
4. O -0.79
5. O -0.64
6. O -0.79
7. O -0.53
8. N 0.86
9. N 0.64
10. N 0.04
11. N 1.00
12. N 0.44
13. C 1.87
14. C -0.52
15. C -1.56
16. C -0.73
17. C 0.29
18. C -0.44
19. C 0.47
20. C 0.44
21. C -0.81
22. C -0.80
23. C -0.50
24. C -0.85
25. C -0.84
26. C -1.72
27. C -1.55
28. C -0.70
29. C 0.32
30. C -1.63
31. H 0.27
32. H 0.31
33. H 0.28
34. H 0.30
35. H 0.40
36. H 0.36
37. H 0.48
38. H 0.40
39. H 0.43
40. H 0.23
41. H 0.28
42. H 0.33
43. H 0.39
44. H -0.17
45. H 0.30
46. H 0.42
47. H 0.34
48. H 0.30
49. H 0.34
50. H 0.37
51. H 0.45
52. H 0.33
53. H 0.36
54. H 0.30
55. H 0.38
56. H 0.36
57. H 0.38
58. H 0.07
59. H 0.40
60. H 0.35
61. H 0.45
62. H 0.47
63. H 0.40


No. 2
The molecule C10H11N3O3S. Source: the OMol25 dataset; level of theory: the ωB97M-V functional and the def2-TZVPD basis.

Structure (XYZ):
```
28
Properties=species:S:1:pos:R:3
S 0.585 0.081 2.223
O 0.438 -3.627 -0.760
O -0.605 -0.800 2.469
O 1.318 0.349 3.497
N 1.446 -1.705 0.136
N 2.831 -0.067 0.489
N 2.419 -1.848 -0.817
C 1.691 -0.596 0.909
C -2.415 1.192 -1.933
C 0.054 1.662 1.528
C -0.737 1.463 0.270
C -2.947 0.982 -0.680
C -2.095 1.118 0.404
C 3.270 -0.907 -0.520
C 0.204 -2.522 0.108
C -0.243 1.717 -0.991
C -1.059 1.545 -2.117
H -3.046 1.117 -2.797
H -0.603 -1.934 -0.284
H 1.164 -3.382 -1.363
H 0.955 2.188 1.302
H -0.444 2.150 2.304
H -4.002 0.809 -0.522
H 4.213 -0.768 -1.081
H -2.459 0.932 1.413
H -0.097 -2.927 1.090
H -0.606 1.761 -3.097
H 0.769 2.017 -1.179
```

As for the HOMO energy: -9.79 eV. The energy comes out at -31994.5094 eV. Its LUMO energy is 0.3108 eV. The SMILES is O=S(=O)(Cc1ccccc1)c1ncnn1CO. The orbital gap comes out at 10.10 eV.

For reference, the Mulliken charges in units of e are:
1. S 1.18
2. O -0.57
3. O -0.60
4. O -0.66
5. N 0.67
6. N -0.58
7. N -0.89
8. C 0.21
9. C -0.29
10. C -1.50
11. C 0.43
12. C -0.80
13. C 0.01
14. C -0.13
15. C 0.00
16. C 0.01
17. C -0.76
18. H 0.40
19. H 0.21
20. H 0.39
21. H 0.54
22. H 0.55
23. H 0.40
24. H 0.40
25. H 0.35
26. H 0.24
27. H 0.36
28. H 0.41


No. 3
A structure of composition C8H26NO6P3Sb. Source: the OMol25 dataset; level of theory: the ωB97M-V functional and the def2-TZVPD basis.

Structure (XYZ):
```
45
Properties=species:S:1:pos:R:3
Sb 0.827 -0.671 -1.142
P -1.457 -0.261 -3.652
P 3.711 1.228 -0.126
P 0.222 -2.748 0.292
O -2.983 -0.662 -4.048
O -1.795 1.175 -2.960
O 5.148 0.963 -0.319
O 3.094 2.052 -1.372
O 3.502 2.262 1.112
O -0.545 -0.133 -4.802
N -3.278 0.658 1.994
C 2.623 -0.134 0.181
C -0.906 -2.307 1.694
C -0.184 1.077 1.388
C -0.948 -1.369 -2.396
C 1.750 -3.267 1.196
C -2.636 1.941 1.696
C -0.516 0.746 -0.059
C -1.173 2.018 2.120
H 2.637 -2.890 0.683
H 1.873 -1.811 -1.968
H 1.168 0.552 -2.330
H -2.723 2.150 0.627
H -3.181 2.738 2.215
H -0.020 0.175 1.976
H 1.784 -2.903 2.228
H -0.456 1.665 -0.654
H -0.646 -2.284 -2.913
H 3.274 -1.006 0.091
H 2.308 -0.077 1.223
H -1.532 0.363 -0.179
H 3.833 2.462 -1.849
H -1.462 -3.186 2.025
H 1.820 -4.356 1.215
H -0.386 -1.888 2.561
H -1.622 -1.565 1.338
H -1.766 -1.619 -1.718
H -2.705 0.092 2.604
H -1.010 1.735 -3.042
H 2.569 2.369 1.331
H -0.844 3.053 1.972
H -3.457 0.124 1.156
H 0.781 1.593 1.390
H -1.127 1.837 3.201
H -3.565 0.105 -3.979
```

Its net charge is -1. As for the HOMO energy: -4.03 eV. The energy comes out at -56900.6120 eV. Its LUMO energy is 2.8064 eV. The orbital gap comes out at 6.83 eV.

For reference, the Mulliken charges in units of e are:
1. Sb 0.94
2. P 0.82
3. P 0.85
4. P -0.11
5. O -0.53
6. O -0.58
7. O -0.73
8. O -0.47
9. O -0.58
10. O -0.69
11. N -0.65
12. C -1.11
13. C -0.75
14. C 1.33
15. C -0.90
16. C -1.02
17. C -0.71
18. C -0.84
19. C -1.09
20. H 0.26
21. H -0.15
22. H -0.06
23. H 0.28
24. H 0.37
25. H 0.02
26. H 0.29
27. H 0.44
28. H 0.40
29. H 0.33
30. H 0.52
31. H 0.23
32. H 0.29
33. H 0.55
34. H 0.39
35. H 0.29
36. H -0.19
37. H 0.36
38. H 0.28
39. H 0.33
40. H 0.33
41. H 0.40
42. H 0.34
43. H -1.12
44. H 0.35
45. H 0.28